1.
C6H8N | ωB97M-V with the def2-TZVPD basis set

Structure (XYZ):
```
15
Properties=species:S:1:pos:R:3:lowdin_charge:R:1
C 0.10462 1.12267 0.63545 -0.033
H 1.77554 -1.66245 -0.32900 0.061
C 1.59747 -0.65724 -0.22235 0.001
H 1.44280 -0.25761 -1.30726 0.144
H -0.82362 -1.51553 -0.99056 0.183
C -0.71485 -0.67563 -0.29797 0.018
C 0.34623 -0.37333 0.65187 -0.317
H 0.33232 -0.89876 1.60363 0.169
H -1.06283 1.29257 -1.43709 0.177
N -2.83660 -0.77808 0.16895 0.342
C -2.25807 0.20434 -0.05393 -0.076
H 1.04066 1.78121 0.32313 0.173
C -0.97579 0.75461 -0.48936 -0.136
H -0.39652 1.69440 1.51861 0.163
H 2.42864 -0.03116 0.22587 0.131
```

The calculation puts the HOMO energy at -0.6208 hartree. Its total charge is +1.

---

2.
C20H28ClN5O3V | ωB97M-V with the def2-TZVPD basis set

Structure (XYZ):
```
58
Properties=species:S:1:pos:R:3:mulliken_spin:R:1
N 0.55971 1.69193 3.99060 0.012
H 2.55292 3.74824 -1.74210 0.000
C -0.81643 1.10983 -1.67082 -0.012
C -0.24974 -5.10523 -0.15402 0.002
C -2.44311 1.97393 -3.68518 -0.007
C -1.10202 2.31408 -3.68368 0.005
H -1.29771 1.92098 3.35947 0.001
N 2.61325 0.78108 4.51048 0.015
C -0.24311 1.90334 -2.66479 -0.027
C -0.70231 -3.97236 1.91629 0.002
C -2.16337 0.76406 -1.60297 -0.018
H -1.71510 0.70223 1.22593 0.024
C -2.96353 1.22100 -2.64901 0.006
C 0.52605 -4.04143 -0.58612 -0.004
C 1.19187 2.39023 -2.71919 -0.004
O 3.57499 -0.59597 2.38013 0.252
C -0.85491 -5.08226 1.09751 -0.004
C -2.74283 0.63816 0.86116 -0.010
O 3.06809 0.50686 0.48186 -0.018
H 2.35296 0.62720 -2.12239 0.007
H 1.67099 -1.68236 -1.26378 -0.003
H 1.22327 3.03080 -3.60581 0.000
C 1.57696 3.29857 -1.55408 0.000
H -2.34226 -1.95161 -1.43185 0.000
C -2.81841 -0.04541 -0.50393 0.001
C 0.72667 -2.91721 0.21613 0.032
H 0.49766 2.03492 4.94001 0.000
H 2.61137 -1.92742 0.21233 -0.004
H 1.87913 0.64174 -3.80910 0.000
C 1.71934 1.14342 3.59141 0.024
C 2.19969 1.27241 -2.97873 0.005
H -0.69919 2.92527 -4.48102 0.000
H -3.32140 0.07539 1.59530 0.000
H -3.87656 -0.08789 -0.77737 0.000
H -1.45347 -5.91637 1.43394 0.000
H -3.08515 2.30747 -4.48812 0.000
N 1.91547 1.09308 2.26552 -0.013
C 1.60040 -1.77263 -0.17962 -0.098
N -0.36258 2.12484 3.03298 0.004
H 0.85313 4.10552 -1.43109 0.001
C -2.31994 -1.48093 -0.44841 -0.002
H 2.38131 0.81801 5.48874 -0.001
H -1.18244 -3.90755 2.88126 0.000
H -0.38575 -5.96200 -0.79891 0.000
H 0.99749 -4.07396 -1.56024 0.000
H -1.29962 -1.53646 -0.08622 -0.002
H 1.65723 2.78138 -0.59642 0.012
O 0.02402 0.63469 -0.62755 0.088
H -4.01638 0.96833 -2.63657 -0.001
Cl 0.17938 -1.43710 2.39526 0.008
H -3.14395 1.65148 0.82024 0.001
H -0.25680 3.11876 2.85859 0.000
H 3.17272 1.69381 -3.23377 0.001
C 0.07448 -2.94540 1.42994 -0.014
V 1.09970 0.09391 0.58385 1.583
H 3.38510 0.20118 4.21588 -0.001
H -2.93996 -2.07522 0.22495 0.000
N 2.91265 0.20866 1.76307 0.154
```

As for the spin multiplicity: 3. The calculation puts the HOMO energy (alpha / beta) at -0.4052 / -0.4156 hartree. Its total charge is +1.

---

3.
C2H2Cl2OS | ωB97M-V with the def2-TZVPD basis set

Structure (XYZ):
```
8
Properties=species:S:1:pos:R:3:lowdin_charge:R:1
S 1.66632 0.10611 2.21195 0.606
Cl 1.74505 1.25870 -0.33413 0.562
C -2.00335 -0.07532 -1.19104 -0.008
H -0.89743 -0.47779 -1.46918 0.017
O -1.80044 0.34871 0.01227 -0.071
C 1.79171 -0.15711 0.61283 -1.813
Cl 2.13626 -1.55446 -0.21763 0.647
H -2.63813 0.55115 0.37493 0.060
```

The calculation puts the HOMO energy at -0.3313 hartree.

---

4.
C20H31N3O | ωB97M-V with the def2-TZVPD basis set

Structure (XYZ):
```
55
Properties=species:S:1:pos:R:3:lowdin_charge:R:1
H 1.63198 -0.32066 -5.00637 0.111
H 0.25650 -2.78642 3.31383 0.122
C -2.17361 -0.98220 1.95327 -0.176
C -0.03325 -3.36305 7.46734 -0.095
H -1.69650 -4.58964 6.90928 0.102
H -1.88058 0.47835 0.36257 0.115
H -0.46549 -0.06288 4.03984 0.114
H 0.14285 4.65474 -3.93011 0.110
H -0.15799 2.30625 -3.18717 0.103
H -2.35748 -3.13683 5.02218 0.114
C 0.69043 3.84531 -4.42094 -0.233
C 0.94457 0.33608 -4.46968 -0.198
C 1.72284 1.54346 -3.94243 -0.197
H 0.52635 2.71315 -6.24654 0.101
H 2.37056 1.92255 -4.73516 0.111
N 1.15100 -1.21339 -1.17853 0.057
H -0.28484 0.15588 -2.67538 0.087
H 0.71934 5.11467 -6.88329 0.071
H -2.16176 -0.37360 4.45176 0.134
C 0.68778 -1.35076 1.73710 -0.089
H 1.08863 -0.62190 2.44621 0.119
H -1.01745 3.04536 -5.45447 0.110
H 1.52409 -1.92627 1.33807 0.102
C 0.83497 2.68738 -3.43138 -0.209
H 1.68240 4.22843 -4.67313 0.113
C 0.31381 -1.40743 6.12294 -0.047
C 1.35642 -1.19198 -2.52978 -0.480
C -0.27139 -2.30843 2.48587 -0.163
C -1.21401 -0.85813 4.19296 -0.155
H -2.51689 -1.74206 1.24436 0.126
H 1.26143 3.08859 -2.50930 0.106
H -3.05104 -0.49347 2.38213 0.119
C 0.68768 -2.21717 7.18224 -0.087
H -1.03238 0.85456 1.87488 0.114
C -1.31540 0.05199 1.18960 -0.109
H -0.59953 -3.08859 1.79144 0.130
H 0.16917 0.66255 -5.16304 0.101
H 1.54594 -1.95336 7.78286 0.101
C -0.78723 -1.73121 5.34342 -0.230
H -0.76013 4.39828 -7.52373 0.066
H -0.34987 -1.23722 -3.76413 0.128
C 0.30537 -0.47202 -3.34006 -0.115
N -1.45099 -1.65787 3.00297 -0.179
O 2.33019 -1.74817 -2.99109 0.065
C -1.13141 -3.69542 6.69049 -0.081
C -1.50734 -2.88328 5.63708 -0.041
C -0.09073 -0.63370 0.67276 -0.293
N 0.10529 -0.60636 -0.58199 0.091
H 2.37476 1.19520 -3.13879 0.108
H 1.85154 -1.71682 -0.63375 0.146
C -0.04304 3.47092 -5.70636 -0.280
C -0.24093 4.68168 -6.61091 -0.118
H -0.82804 5.44581 -6.10543 0.070
H 0.25984 -3.99624 8.29167 0.100
H 0.88356 -0.51465 5.90381 0.109
```

Its SMILES is CCCCCCCC(=O)NN=C1CCN(Cc2ccccc2)CC1. The calculation puts the HOMO energy at -0.3099 hartree.

---

no.,calculated total energy (Eh)
1,-287.74180
2,-2682.26342
3,-1471.06876
4,-1020.18887